Entry 1:
Below is the molecule C20H27N3O4S2, with properties calculated with wB97M-V/def2-TZVPD.

Element x y z (Å)
1 C 1.2681 0.9959 -1.0655
2 C 1.8495 0.2897 0.1595
3 C 3.0122 1.0567 0.7983
4 C 4.3029 0.8821 0.0039
5 C 4.6305 -0.6037 -0.1153
6 C 3.4846 -1.3804 -0.7737
7 C 3.4215 -1.1785 -2.2884
8 N 2.2082 -1.0904 -0.1333
9 S 1.7870 -2.1064 1.1200
10 O 2.3095 -3.4112 0.8464
11 O 2.0456 -1.5299 2.4106
12 C 0.0021 -2.1508 0.8894
13 C -0.4909 -2.5431 -0.3428
14 C -1.8606 -2.5522 -0.5509
15 C -2.6984 -2.1725 0.4825
16 S -4.4536 -2.0307 0.1560
17 O -5.1129 -1.6596 1.3749
18 O -4.9329 -3.1560 -0.5834
19 N -4.4039 -0.7525 -0.9173
20 C -4.0661 0.5385 -0.3614
21 C -2.7194 1.0263 -0.9267
22 C -2.1536 2.1379 -0.0955
23 C -1.4877 1.8604 1.0947
24 C -0.9720 2.9123 1.8340
25 N -1.0835 4.1791 1.4719
26 C -1.7272 4.4468 0.3499
27 C -2.2780 3.4709 -0.4671
28 C -2.2104 -1.8104 1.7226
29 C -0.8379 -1.8013 1.9296
30 H 0.5635 0.3417 -1.5721
31 H 0.7447 1.8942 -0.7469
32 H 2.0425 1.2827 -1.7680
33 H 1.0468 0.2129 0.9026
34 H 2.7443 2.1114 0.8769
35 H 3.1596 0.6598 1.8046
36 H 4.2025 1.3292 -0.9864
37 H 5.1183 1.3975 0.5147
38 H 5.5437 -0.7514 -0.6937
39 H 4.7880 -1.0100 0.8865
40 H 3.6345 -2.4493 -0.5910
41 H 4.2603 -1.6929 -2.7504
42 H 3.4729 -0.1301 -2.5626
43 H 2.4993 -1.5967 -2.6814
44 H 0.2060 -2.8287 -1.1143
45 H -2.2962 -2.8431 -1.4934
46 H -5.1379 -0.7784 -1.6038
47 H -4.8471 1.2770 -0.5591
48 H -3.9884 0.4156 0.7226
49 H -2.0285 0.1813 -0.9227
50 H -2.8594 1.3535 -1.9578
51 H -1.3673 0.8404 1.4277
52 H -0.4379 2.7350 2.7579
53 H -1.7996 5.4953 0.0922
54 H -2.7860 3.7433 -1.3797
55 H -2.9091 -1.5381 2.4984
56 H -0.4023 -1.5191 2.8759

SMILES ... C[C@@H]1CCC[C@H](C)N1S(=O)(=O)c1ccc(S(=O)(=O)NCCc2ccncc2)cc1
Spin multiplicity ... 1
Charge ... 0

---

Entry 2:
Below is a structure of composition C28H33F10N5OPt, with properties calculated with wB97M-V/def2-TZVPD.

Element x y z (Å)
1 Pt 0.8928 -1.0521 -0.3647
2 C 0.3535 2.6646 -0.3285
3 N 0.9277 1.9467 -1.4547
4 C 2.3412 1.6792 -1.2222
5 C 2.8714 0.4818 -2.0018
6 N 2.7276 -0.7545 -1.2278
7 C 3.5191 -1.7876 -1.5883
8 C 3.9897 -2.7121 -0.6186
9 F 3.6983 -2.5105 0.6762
10 C 4.8053 -3.7810 -0.9072
11 F 5.2241 -4.5938 0.0829
12 C 5.2601 -4.0009 -2.1977
13 F 6.0709 -5.0439 -2.4831
14 C 4.8611 -3.1159 -3.1756
15 F 5.2559 -3.3189 -4.4478
16 C 4.0191 -2.0568 -2.8835
17 F 3.6055 -1.3243 -3.9417
18 C 0.7471 2.6732 -2.7094
19 C -0.6958 2.8918 -3.1596
20 N -1.2560 4.0920 -2.5743
21 C -2.4136 4.5408 -2.9876
22 C -3.3390 4.0097 -3.9528
23 F -3.0872 2.8152 -4.5635
24 C -4.5295 4.6152 -4.2992
25 F -5.3217 4.0311 -5.2282
26 C -4.9428 5.8006 -3.7248
27 F -6.0972 6.4172 -4.1043
28 C -4.0991 6.3655 -2.7747
29 F -4.4651 7.5331 -2.1941
30 C -2.9162 5.7716 -2.4258
31 F -2.1704 6.3888 -1.4809
32 H 0.8947 3.6074 -0.1269
33 H -0.6788 2.9312 -0.5414
34 H 0.4022 2.0304 0.5590
35 H 2.9428 2.5765 -1.4673
36 H 2.4839 1.4707 -0.1599
37 H 2.3598 0.4377 -2.9683
38 H 3.9366 0.6432 -2.2155
39 H 1.2402 3.6628 -2.6526
40 H 1.2596 2.0999 -3.4859
41 H -0.6642 2.9540 -4.2582
42 H -1.2615 1.9799 -2.9195
43 C -0.6118 -3.9566 -0.3354
44 N -0.2051 -3.5342 0.9918
45 C 1.0033 -4.2247 1.4100
46 C 1.3651 -3.8404 2.8321
47 C 1.4202 -2.3280 2.9654
48 N 0.1731 -1.7413 2.4922
49 C 0.1168 -0.3099 2.7668
50 C -0.1204 -2.1058 1.1332
51 O -0.9607 -1.3882 0.4638
52 H -0.8309 -5.0272 -0.3030
53 H 0.1719 -3.7660 -1.0836
54 H -1.5026 -3.4122 -0.6356
55 H 1.8344 -3.9827 0.7311
56 H 0.8187 -5.3006 1.3392
57 H 2.3317 -4.2750 3.1007
58 H 0.6060 -4.2318 3.5160
59 H 2.2751 -1.9280 2.4039
60 H 1.5462 -2.0488 4.0155
61 H -1.1276 1.3396 3.1884
62 H 0.7141 0.2439 2.0262
63 H 0.6074 -0.1752 3.7354
64 C -3.4299 0.6470 4.0184
65 C -2.3158 -0.3680 3.7465
66 C -1.6906 -0.7887 5.0772
67 C -2.9377 -1.5922 3.0660
68 C -1.2764 0.3115 2.8332
69 H -4.2275 0.1986 4.6185
70 H -3.8664 0.9979 3.0804
71 H -3.0460 1.5189 4.5555
72 H -2.4579 -1.1745 5.7558
73 H -1.2002 0.0582 5.5678
74 H -0.9483 -1.5743 4.9238
75 H -3.7292 -2.0116 3.6971
76 H -2.1901 -2.3603 2.8741
77 H -3.3748 -1.3124 2.1053
78 H -1.6865 0.3836 1.8262

Spin multiplicity ... 1
Charge ... -2

---

Entry 3:
Below is the molecule C6H11N, with properties calculated with wB97M-V/def2-TZVPD.

Element x y z (Å)
1 C 0.9152 1.2422 1.4398
2 C 1.3721 -0.2453 0.5423
3 C 0.1686 -0.7281 0.1033
4 C -0.7282 -1.4310 1.0686
5 C 0.2860 0.6611 -1.9386
6 C -0.6303 0.0615 -0.9432
7 N -0.1790 1.6741 1.6407
8 H 2.0440 0.1872 -0.1897
9 H 1.9254 -0.7607 1.3551
10 H -0.3481 -1.1956 1.9817
11 H -0.8681 -2.5023 0.9532
12 H -1.7411 -1.0162 1.0489
13 H 1.1381 0.0378 -2.0667
14 H 0.7691 1.6115 -1.7700
15 H -0.2810 0.6921 -3.0005
16 H -1.4170 -0.4400 -1.5285
17 H -1.2818 0.8926 -0.4764
18 H -1.1440 1.2591 1.7799

Spin multiplicity ... 1
Charge ... 0

---

Entry 4:
Below is the molecule C4H10O2, with properties calculated with wB97M-V/def2-TZVPD.

Element x y z (Å)
1 C -2.1016 -0.6378 -0.0915
2 C -1.0113 0.2687 0.4827
3 C 0.3815 -0.0929 -0.0094
4 O 0.3677 -0.4211 -1.3761
5 C 1.5101 0.9091 0.1858
6 O 2.6431 0.1533 -0.2455
7 H -3.0739 -0.3999 0.3530
8 H -2.1811 -0.5159 -1.1756
9 H -1.8855 -1.6930 0.1076
10 H -1.2517 1.3171 0.2580
11 H -0.9788 0.1813 1.5745
12 H 0.7912 -0.9777 0.5903
13 H 1.3136 -0.3993 -1.6068
14 H 1.6212 1.2159 1.2324
15 H 1.4161 1.8010 -0.4468
16 H 2.4393 -0.7087 0.1672

SMILES ... CC[C@@H](O)CO
Spin multiplicity ... 1
Charge ... 0

---

Entry 5:
Below is a cluster of 2 separate species, C9H15NSi in total, with properties calculated with wB97M-V/def2-TZVPD.

Element x y z (Å)
1 C 3.8614 -0.3105 -0.0925
2 C 3.3146 0.6858 0.7689
3 C 3.0667 -1.0752 -0.9447
4 C 1.9235 0.8129 0.7741
5 C 1.6978 -0.8570 -0.9610
6 C 1.1563 0.1164 -0.1174
7 C -1.7708 -1.7750 0.9858
8 C -3.3953 -0.4255 -0.1584
9 C -1.2902 2.1150 -0.8809
10 N -1.9537 -0.5674 0.1242
11 Si -0.7266 0.6192 0.0781
12 H 4.9010 -0.3180 -0.1696
13 H 4.0000 1.4978 1.1800
14 H 3.6212 -1.7516 -1.6265
15 H 1.4508 1.6291 1.3241
16 H 1.2872 -1.3660 -1.8725
17 H -1.8897 -1.4540 1.9815
18 H -2.6014 -2.4804 0.7848
19 H -0.7908 -2.1681 0.8870
20 H -3.8880 -0.6128 0.8005
21 H -3.6798 0.5182 -0.5446
22 H -3.5996 -1.1795 -0.9199
23 H -0.4713 2.5323 -1.4604
24 H -1.8986 1.9959 -1.7348
25 H -1.6677 2.9288 -0.2314
26 H -0.6573 0.8896 2.0256

Spin multiplicity ... 1
Charge ... 0

---

Entry 6:
Below is the molecule CHN3O2, with properties calculated with wB97M-V/def2-TZVPD.

Element x y z (Å)
1 O -2.1868 -0.1686 -0.0326
2 C -1.0288 -0.1484 -0.0622
3 N -0.1189 -1.1985 -0.1464
4 N 1.0306 -0.8644 -0.0710
5 N 1.0340 0.4354 -0.1380
6 O -0.2693 0.9706 -0.1953
7 H 1.5392 0.9738 0.6456

SMILES ... O=c1nn[nH]o1
Spin multiplicity ... 1
Charge ... 0

---

| no. | DFT total energy (eV) |
| --- | --- |
| 1 | -55508.6725 |
| 2 | -69489.6205 |
| 3 | -7886.1266 |
| 4 | -8404.5425 |
| 5 | -18942.2227 |
| 6 | -9615.0620 |